Entry 1:
Density functional theory data (ωB97M-V/def2-TZVPD) for one molecule with the formula C5H6N6OS.

Last column: natural (NBO) charge in e.
Element x y z (Å)
C  3.1217  1.1973  0.4695  0.199
C  1.9353  0.4188  1.0187  0.518
C  -1.5377  1.8077  -0.2658  0.663
C  4.5128  0.7409  0.7583  -0.664
C  -4.6221  -0.1528  0.2553  -0.657
N  -2.5991  1.3239  -0.0256  -0.613
N  2.8725  2.1185  -0.4742  -0.251
N  -0.5063  2.2506  -0.7543  -0.366
N  1.6783  2.4393  -0.8103  -0.040
N  0.7111  0.8577  0.5813  -0.318
N  0.7355  1.8100  -0.2709  0.263
O  2.0096  -0.6196  1.6488  -0.586
S  -3.9877  1.5933  0.7840  0.432
H  5.0553  1.5902  0.4178  0.235
H  4.5851  -0.1286  0.1369  0.255
H  4.5162  0.7410  1.9139  0.250
H  -5.5739  -0.1481  0.7048  0.218
H  -3.8107  -0.9426  0.6454  0.239
H  -4.5009  -0.0356  -0.7761  0.222

Forces on the atoms, in the same order (eV/Å):
C -2.64 0.13 -1.20
C 1.28 -0.49 -0.68
C -0.85 -0.95 0.63
C -2.28 2.00 2.01
C 3.67 0.64 2.55
N 1.15 0.52 -0.62
N 3.31 -1.77 2.29
N 1.61 0.76 -0.87
N -0.83 1.49 -1.48
N -0.15 -0.18 0.47
N -2.34 0.17 0.32
O 0.44 0.53 0.27
S -1.03 -1.74 0.29
H 1.27 0.22 -0.39
H 0.86 -0.92 0.44
H 0.64 -1.03 -1.90
H -1.25 -0.80 0.06
H -2.23 1.78 -0.60
H -0.62 -0.35 -1.58

Summary:
calculated total energy: -995.88595 Eh
frontier orbital gap: 8.50 eV
relative energy (zero: lowest compared OMol25 entry of this formula, charge and spin): 40.9 kcal per mole
F_max: 4.5 eV/Å


Entry 2:
Density functional theory data (ωB97M-V/def2-TZVPD) for a 5-piece molecular cluster, C28H33Br2N5O4S overall.

Last column: Mulliken charge in e.
Element x y z (Å)
C  -2.0483  -0.0398  0.6546  -0.511
C  -0.8282  0.5767  -0.3048  0.497
Br  1.0308  0.4400  0.4915  -0.108
C  -1.0765  1.1968  -1.6582  -0.167
Br  -2.9891  1.2018  -2.3196  -0.111
O  -0.0188  1.7544  -2.5160  -0.315
S  0.1959  3.4488  -2.2045  0.565
O  1.0764  3.4942  -0.9326  -0.492
O  -1.3509  4.1252  -1.9683  -0.299
C  -1.4665  4.8300  -0.6823  -0.571
C  -1.9704  3.7717  0.4850  0.680
C  -2.7498  4.5316  1.7383  0.064
O  -3.2955  5.7487  1.6799  -0.534
N  -2.8301  3.8012  3.0939  -0.388
C  -1.3806  3.8624  3.6112  0.127
C  -0.9228  5.2995  4.2764  -0.312
C  0.6276  5.4127  4.8193  -0.386
C  1.6010  4.0873  4.6499  -0.359
C  1.1300  2.6467  4.0184  -0.443
C  -0.4172  2.5285  3.4777  0.209
H  -1.5222  -0.8617  1.3325  -0.012
H  -2.4894  0.7602  1.3893  0.056
H  -2.9020  -0.5518  0.0395  0.457
H  -0.5357  5.4715  -0.3799  0.252
H  -2.3655  5.6049  -0.8114  0.356
H  -2.7611  3.0182  0.0036  0.044
H  -1.0601  3.1181  0.8219  -0.057
H  -3.1380  2.8129  2.9617  0.404
H  -1.7138  6.1739  4.3306  0.345
H  0.9624  6.4451  5.2676  0.292
H  2.7195  4.1863  5.0325  0.276
H  1.8179  1.6865  3.9101  0.250
H  -0.8773  1.5574  2.9682  0.113
N  0.6726  -2.5682  2.7642  0.110
C  -0.4137  -2.6376  3.5971  -0.566
C  -0.8111  -3.9541  3.6694  -0.424
C  0.0701  -4.7059  2.8561  -0.400
C  0.9780  -3.8255  2.3116  -0.650
H  1.1714  -1.7219  2.5221  0.198
H  -0.8107  -1.7465  4.0645  0.445
H  -1.6449  -4.3322  4.2466  0.421
H  0.0454  -5.7746  2.6864  0.447
H  1.8123  -3.9854  1.6417  0.422
N  -0.5684  -4.0945  -1.3653  0.058
C  -1.0237  -4.5954  -2.5570  -0.234
C  -1.1051  -3.5533  -3.4535  -0.745
C  -0.6782  -2.3837  -2.7803  -0.212
C  -0.3500  -2.7474  -1.4935  -0.399
H  -0.4165  -4.6344  -0.5232  0.213
H  -1.2517  -5.6474  -2.6644  0.195
H  -1.4350  -3.6277  -4.4816  0.394
H  -0.6163  -1.3840  -3.1903  0.441
H  0.0180  -2.1643  -0.6599  0.331
N  -0.9161  -8.5382  -3.2204  0.047
C  -1.1619  -9.8848  -3.1511  -0.508
C  0.0488  -10.5403  -3.1756  -0.361
C  1.0607  -9.5540  -3.2564  -0.489
C  0.4369  -8.3268  -3.2796  -0.359
H  -1.6223  -7.8138  -3.2259  0.182
H  -2.1747  -10.2603  -3.0922  0.359
H  0.1882  -11.6129  -3.1379  0.377
H  2.1295  -9.7211  -3.2931  0.373
H  0.8388  -7.3239  -3.3344  0.385
N  2.8791  6.4889  -2.6013  0.070
C  4.0786  7.0188  -3.0001  -0.499
C  5.0813  6.3545  -2.3296  -0.416
C  4.4651  5.3859  -1.5018  -0.690
C  3.1052  5.4889  -1.6916  -0.356
H  1.9695  6.7883  -2.9279  0.196
H  4.1158  7.8222  -3.7236  0.382
H  6.1420  6.5460  -2.4272  0.380
H  4.9601  4.6879  -0.8391  0.391
H  2.2813  4.9386  -1.2574  0.572

Forces on the atoms, in the same order (eV/Å):
C 1.37 -0.51 0.11
C -1.98 1.49 -3.36
Br -2.16 0.30 -1.13
C 1.66 -2.05 3.98
Br 2.40 0.06 0.55
O -3.61 0.01 2.62
S 2.72 0.18 2.42
O -4.03 -0.36 -3.52
O 2.12 -0.56 1.38
C -2.34 1.02 1.78
C -0.26 0.19 -0.27
C -2.11 4.73 0.05
O 3.59 -7.53 -0.08
N 2.68 0.70 -1.53
C 2.45 -0.03 1.25
C 2.93 -3.66 -0.37
C -2.31 -3.78 -2.32
C -2.51 -0.21 -0.70
C -3.41 3.21 -0.01
C 1.39 4.01 1.63
H -1.18 1.68 -1.49
H 0.89 -1.28 -1.64
H 1.81 1.17 1.03
H -1.55 -1.66 -0.63
H 2.03 -1.77 0.02
H 1.58 1.77 0.95
H -1.79 1.41 -0.23
H 0.67 0.94 -0.01
H 1.88 -2.05 -0.14
H -0.45 -2.50 -0.95
H -2.70 -0.27 -0.93
H -1.43 2.54 0.40
H 1.23 2.29 1.28
N 0.02 -0.05 0.02
C -0.09 -0.02 -0.01
C -0.16 0.35 0.14
C 0.25 -0.04 -0.27
C 0.01 -0.01 -0.12
H -0.19 -0.29 0.05
H 0.05 -0.16 -0.03
H 0.15 0.08 -0.09
H 0.04 0.17 0.05
H -0.12 0.00 0.12
N 0.03 -0.02 -0.04
C -0.03 0.06 -0.03
C -0.07 -0.39 -0.04
C 0.10 0.18 0.30
C -0.06 0.01 0.02
H -0.04 0.23 -0.22
H 0.04 0.23 0.03
H 0.06 0.00 0.17
H 0.01 -0.16 0.07
H -0.04 -0.10 -0.15
N 0.01 0.01 0.06
C -0.02 -0.13 -0.02
C -0.41 -0.07 0.04
C 0.09 0.40 0.00
C 0.14 0.03 -0.02
H 0.27 -0.34 -0.03
H 0.19 0.03 -0.02
H -0.05 0.19 0.00
H -0.19 0.05 0.01
H -0.04 -0.17 -0.01
N 0.07 -0.01 -0.03
C 0.15 0.13 -0.06
C -0.04 0.31 -0.30
C -0.34 -0.13 0.08
C 0.01 0.02 0.17
H 0.39 -0.11 0.12
H 0.04 -0.14 0.13
H -0.18 -0.01 -0.01
H -0.11 0.11 -0.11
H 0.50 0.29 -0.08

Summary:
calculated total energy: -7207.15790 Eh
frontier orbital gap: 7.40 eV
relative energy (zero: lowest compared OMol25 entry of this formula, charge and spin): 294.8 kcal per mole
F_max: 8.3 eV/Å


Entry 3:
Density functional theory data (ωB97M-V/def2-TZVPD) for a 3-piece molecular cluster, C15H35BF3O7 overall.

Last column: natural (NBO) charge in e.
Element x y z (Å)
B  -5.1409  5.5036  2.3946  -0.429
C  -3.9668  4.7813  1.4846  -0.636
C  -4.4346  4.3825  -0.0387  0.048
O  -3.7313  5.1831  -1.0811  -0.755
C  -3.9891  2.7939  -0.2575  0.974
F  -2.5246  2.6669  0.0907  -0.375
F  -4.1424  2.3359  -1.6575  -0.360
F  -4.8184  2.0086  0.7264  -0.358
H  -5.7668  4.6487  2.9240  -0.061
H  -4.5633  6.0873  3.2676  -0.055
H  -5.8376  6.2424  1.8030  -0.074
H  -3.0188  5.4947  1.3595  0.200
H  -3.5878  3.8481  2.1251  0.207
H  -5.5801  4.4941  -0.2509  0.199
H  -4.2689  5.9942  -1.3322  0.476
C  -0.1516  0.8312  0.1337  -0.257
O  1.1960  0.6798  0.5607  -0.559
C  2.1387  1.2568  -0.3449  -0.093
C  3.2989  1.9032  0.4183  -0.082
O  2.9532  3.1127  1.1083  -0.544
C  2.0898  2.9759  2.2442  -0.089
C  2.7368  2.2891  3.4525  -0.095
O  2.9034  0.8898  3.2152  -0.547
C  4.1315  0.3864  3.7156  -0.250
H  -0.3822  0.0961  -0.6400  0.164
H  -0.7939  0.6519  0.9987  0.198
H  -0.3489  1.8450  -0.2277  0.190
H  1.6686  2.0053  -0.9937  0.181
H  2.5237  0.4460  -0.9779  0.167
H  4.0575  2.1961  -0.3174  0.179
H  3.7853  1.1949  1.0881  0.181
H  1.1508  2.5102  1.9694  0.202
H  1.8402  4.0012  2.5430  0.190
H  2.0778  2.3919  4.3265  0.179
H  3.6887  2.7732  3.6814  0.168
H  4.9849  1.0139  3.4127  0.163
H  4.2864  -0.6099  3.2921  0.188
H  4.0919  0.3059  4.8050  0.166
C  -1.1369  -6.4262  -3.6307  -0.251
O  0.0520  -5.7954  -3.1725  -0.549
C  0.5621  -4.8271  -4.0910  -0.093
C  1.1416  -3.6223  -3.3434  -0.084
O  0.1585  -2.7795  -2.7255  -0.539
C  -0.5374  -3.3291  -1.5993  -0.087
C  0.3262  -3.5031  -0.3446  -0.100
O  1.2441  -4.5868  -0.5034  -0.554
C  2.5233  -4.3129  0.0449  -0.252
H  -0.8914  -7.1935  -4.3677  0.166
H  -1.6128  -6.8989  -2.7688  0.191
H  -1.8422  -5.7020  -4.0495  0.169
H  -0.2125  -4.4844  -4.7873  0.173
H  1.3567  -5.3136  -4.6726  0.170
H  1.6465  -2.9862  -4.0802  0.184
H  1.9069  -3.9217  -2.6279  0.188
H  -1.0532  -4.2441  -1.8652  0.184
H  -1.3219  -2.6008  -1.3606  0.194
H  -0.3189  -3.7495  0.5108  0.178
H  0.8447  -2.5673  -0.1254  0.186
H  2.9044  -3.3303  -0.2762  0.168
H  3.2184  -5.0735  -0.3217  0.185
H  2.4862  -4.3636  1.1362  0.170

Forces on the atoms, in the same order (eV/Å):
B 1.14 -0.57 0.00
C 1.41 -0.25 -0.57
C 0.64 -0.54 0.29
O -1.33 0.12 0.54
C 0.28 1.26 0.38
F -4.61 -0.45 -1.24
F 0.43 0.49 4.39
F 2.95 1.60 -3.60
H -0.79 -0.70 0.30
H 0.27 0.49 0.54
H -0.67 0.78 -0.81
H -1.89 -1.59 -0.06
H -0.70 1.75 -1.80
H 2.07 -0.58 0.74
H 0.74 -1.79 0.91
C 0.13 -0.10 0.26
O 0.14 0.48 -0.31
C 0.08 -0.29 0.60
C -0.18 0.24 -0.24
O -0.04 -0.52 0.11
C 0.32 0.28 0.25
C -0.64 -0.25 -0.34
O 0.69 0.17 0.00
C -0.33 0.01 -0.23
H -0.15 0.05 -0.19
H 0.08 -0.02 -0.10
H 0.03 -0.14 -0.04
H -0.05 -0.01 0.13
H 0.16 0.15 -0.13
H -0.17 0.10 0.02
H -0.23 -0.12 0.07
H -0.03 -0.32 0.03
H 0.18 -0.09 -0.05
H 0.04 0.24 -0.09
H 0.14 -0.03 -0.07
H -0.17 -0.03 0.12
H -0.14 0.09 0.07
H 0.19 0.03 0.10
C 0.42 0.04 0.37
O -0.51 0.28 -0.38
C 0.29 -0.07 0.54
C -0.26 0.16 -0.19
O 0.20 -0.55 0.05
C 0.15 0.49 0.31
C -0.34 -0.50 -0.30
O 0.38 0.45 -0.08
C -0.18 -0.14 -0.19
H -0.16 -0.05 -0.18
H 0.12 -0.02 -0.06
H 0.04 -0.01 -0.09
H -0.04 -0.02 0.13
H 0.04 0.21 -0.11
H -0.21 -0.02 0.02
H -0.14 -0.24 0.06
H 0.14 -0.31 0.03
H 0.23 0.05 -0.04
H -0.09 0.24 -0.10
H 0.09 0.06 -0.05
H -0.14 -0.12 0.14
H -0.17 -0.01 0.06
H 0.13 0.14 0.08

Summary:
calculated total energy: -1443.45845 Eh
net charge: -1
frontier orbital gap: 7.09 eV
F_max: 4.9 eV/Å


Entry 4:
Density functional theory data (ωB97M-V/def2-TZVPD) for C20H41CaNO11S3 as an isolated structure.

Last column: Mulliken charge in e.
Element x y z (Å)
Ca  -0.6043  -0.9646  0.8181  1.981
C  -4.1105  0.0289  3.2583  -1.334
C  -2.8633  -0.0611  2.3621  0.735
O  -1.7142  0.3560  2.6462  -0.604
O  -3.0046  -0.5953  1.2346  -0.672
H  -4.5685  0.9917  3.0318  0.290
H  -3.8903  -0.0311  4.3241  0.327
H  -4.8218  -0.7799  3.0910  0.345
C  -1.0691  -4.9996  2.5727  -1.337
C  -0.7151  -3.6337  1.8109  0.762
O  -0.0500  -2.7633  2.3443  -0.603
O  -1.2149  -3.3808  0.6928  -0.620
H  -1.7906  -4.9057  3.3844  0.284
H  -0.2564  -5.6203  2.9499  0.330
H  -1.5799  -5.5860  1.8089  0.358
C  -0.8884  -2.5195  -2.9688  -1.890
C  -1.1065  -1.0689  -2.7118  1.021
C  -2.1443  -0.5651  -3.7693  -1.232
O  -2.5361  0.8515  -3.4453  -0.176
C  -3.4509  1.5028  -4.2977  -0.913
N  -1.5754  -0.9603  -1.3374  0.156
H  -1.8215  -3.0745  -3.0649  0.505
H  -0.4098  -2.9389  -2.0838  0.392
H  -0.3119  -2.5894  -3.8912  0.404
H  -0.1508  -0.5673  -2.8644  -0.232
H  -3.0760  -1.1306  -3.7842  0.442
H  -1.6330  -0.6113  -4.7309  0.413
H  -3.6493  2.5545  -4.0910  0.274
H  -4.3579  0.9143  -4.4360  0.305
H  -2.9384  1.7051  -5.2381  0.352
H  -2.3797  -1.5521  -1.1862  0.248
H  -1.9893  -0.0394  -1.3643  0.038
C  4.1696  -2.7693  -2.0740  -0.540
C  4.9238  -1.6276  -1.3358  -0.723
C  3.9026  -0.7382  -0.5501  -0.554
S  2.3151  -0.9499  -1.4063  1.488
O  1.8659  0.2913  -2.0392  -0.842
O  1.4336  -1.6970  -0.4405  -0.977
C  3.0030  -2.0799  -2.7386  -0.904
H  3.8233  -3.5594  -1.4076  0.296
H  4.8785  -3.2857  -2.7212  0.396
H  5.5288  -1.0003  -1.9905  0.310
H  5.6091  -2.0730  -0.6146  0.371
H  4.0836  0.3301  -0.6683  0.416
H  3.7612  -0.9236  0.5147  0.120
H  3.4959  -1.5055  -3.5229  0.355
H  2.1839  -2.6971  -3.1077  0.361
C  1.5260  1.8888  4.9601  -0.685
C  1.2366  0.4185  5.1530  -0.520
C  2.1277  -0.3448  4.2204  -0.817
S  2.1074  0.7055  2.6488  0.916
O  1.2661  0.1015  1.6477  -0.489
O  3.4964  1.0366  2.3874  -0.800
C  1.3472  2.1820  3.4841  -0.549
H  2.5166  2.1788  5.3106  0.331
H  0.7352  2.4209  5.4888  0.356
H  0.2166  0.2054  4.8330  0.230
H  1.4765  0.1837  6.1900  0.391
H  1.8331  -1.3390  3.8842  0.357
H  3.0938  -0.3223  4.7247  0.367
H  0.3002  2.1740  3.1810  0.119
H  1.8675  3.0703  3.1261  0.518
C  -1.0153  4.2007  -2.3715  -0.782
C  -2.1038  3.8253  -1.3465  -0.340
C  -1.4624  3.5337  0.0302  -0.916
S  0.0305  2.6341  -0.3027  1.022
O  -0.2948  1.2358  -0.0104  0.122
O  1.1284  3.2799  0.4299  -0.869
C  0.1394  3.1026  -2.1562  -0.346
H  -0.6901  5.2306  -2.2242  0.316
H  -1.3525  4.2533  -3.4067  0.404
H  -2.6343  2.9332  -1.6793  0.042
H  -2.8808  4.5828  -1.2435  0.477
H  -2.1137  3.0543  0.7610  0.408
H  -1.1874  4.4940  0.4665  0.391
H  -0.1907  2.1989  -2.6685  -0.150
H  1.1757  3.1999  -2.4798  0.575

Forces on the atoms, in the same order (eV/Å):
Ca -0.48 -0.77 1.02
C 0.63 0.04 0.26
C 0.31 -0.78 -0.94
O 0.27 0.78 1.66
O -0.99 -0.50 -0.73
H -0.21 -0.02 0.15
H 0.35 0.37 -0.03
H 0.15 0.13 -0.56
C -0.26 0.41 -1.55
C -1.52 -1.45 0.07
O 2.30 1.66 2.56
O -0.86 -1.08 -1.16
H 0.11 0.61 0.02
H 0.39 0.52 -0.09
H -0.01 -0.18 0.02
C 0.27 -0.63 -0.31
C -1.51 -0.41 -0.53
C 0.11 2.12 0.85
O 0.88 -0.89 0.70
C 0.96 -0.37 -1.23
N -0.38 1.40 -1.15
H -0.13 0.06 -0.19
H 0.46 -0.17 -0.26
H 0.15 -0.66 0.05
H -0.25 0.46 0.29
H 0.11 -0.33 0.07
H -0.26 0.17 -0.33
H -0.24 -0.23 1.44
H -0.15 0.20 -0.08
H -0.15 -0.75 -0.80
H -0.19 -0.57 0.02
H -0.24 0.56 0.85
C 0.24 0.03 0.84
C -0.44 -0.27 1.35
C -0.03 0.32 -0.98
S -0.30 -0.99 1.01
O 0.18 -1.03 0.61
O 1.42 1.25 -2.68
C -0.08 0.04 0.33
H -0.01 0.24 0.44
H -0.27 0.25 -0.52
H -0.23 -0.14 -0.27
H 0.09 0.08 -0.02
H 0.25 -0.03 0.09
H 0.01 -0.34 -0.23
H -0.85 0.62 -0.12
H 0.12 0.03 0.02
C -0.81 0.43 -0.37
C -0.34 -0.45 -0.09
C 0.26 0.41 -0.98
S 1.07 0.50 3.15
O 0.89 0.22 0.30
O -0.35 -0.20 -0.86
C 0.25 -0.65 -0.93
H -0.04 0.00 0.07
H 0.35 0.37 0.24
H -0.35 0.11 0.66
H -0.53 -0.44 -0.02
H -0.17 -0.02 0.33
H 0.50 -0.17 -0.96
H -0.06 0.05 0.06
H -0.09 -0.20 -0.15
C 1.31 -0.47 0.78
C -0.38 -0.52 -0.01
C -0.52 1.35 -0.65
S 0.47 0.59 0.55
O 0.46 1.60 -1.37
O -0.86 -0.99 -0.94
C -1.54 -0.53 0.52
H 0.44 -0.08 0.53
H -0.17 -0.72 0.01
H 0.10 -0.20 -0.13
H 0.18 0.20 -0.02
H 0.20 -0.51 -0.29
H 0.39 -0.03 0.04
H -0.25 -0.16 0.12
H -0.09 0.74 0.46

Summary:
calculated total energy: -3541.34405 Eh
frontier orbital gap: 8.41 eV
F_max: 3.8 eV/Å


Question: Which of these has the highest F_max?
Answer: C28H33Br2N5O4S


Question: The highest F_max belongs to which entry?
Answer: C28H33Br2N5O4S


Question: Which formula does entry 3 have?
Answer: C15H35BF3O7


Question: Which of these has the lowest frontier orbital gap?
Answer: C15H35BF3O7